# 1
{
  "formula": "C14H22O11Rb",
  "method": "wB97M-V/def2-TZVPD",
  "elements": ["Rb", "O", "C", "C", "O", "H", "H", "H", "H", "C", "C", "C", "O", "C", "O", "O", "H", "H", "H", "H", "H", "H", "C", "C", "C", "O", "C", "O", "O", "H", "H", "H", "H", "H", "H", "C", "C", "C", "O", "C", "O", "O", "H", "H", "H", "H", "H", "H"],
  "positions_angstrom": [[16.08426, -12.33282, 7.44238], [16.76286, -16.79901, 10.28274], [15.47699, -16.41136, 10.68098], [14.57271, -15.60757, 9.64330], [14.75297, -14.28028, 9.09017], [15.58433, -16.02715, 11.69535], [14.93146, -17.30964, 10.97010], [13.64420, -15.46849, 10.19703], [14.08388, -16.25155, 8.91225], [11.79148, -16.22676, 12.67466], [12.67791, -17.43690, 13.36152], [12.34630, -17.65082, 14.75883], [12.24533, -19.06601, 14.86747], [12.23882, -19.64618, 13.57441], [12.02656, -20.81394, 13.34022], [12.25162, -18.64573, 12.80240], [12.03198, -16.05726, 11.62512], [11.90154, -15.25248, 13.15086], [10.75598, -16.56377, 12.72212], [13.74860, -17.23555, 13.32706], [11.36452, -17.19576, 14.88974], [13.13387, -17.07578, 15.24582], [13.65240, -19.37195, 9.05071], [12.41770, -19.35960, 8.03519], [12.42944, -18.38569, 6.87668], [12.60456, -19.32664, 5.81922], [12.40741, -20.47543, 6.14802], [12.20612, -21.43005, 5.43150], [12.37144, -20.62208, 7.46183], [14.41037, -20.11740, 8.81014], [13.29136, -19.66658, 10.03608], [13.87856, -18.30693, 9.10254], [11.53898, -19.37678, 8.67990], [13.25039, -17.67021, 6.92394], [11.50919, -17.81525, 6.75085], [16.91791, -19.70601, 13.14595], [18.18221, -20.38437, 12.58203], [19.05982, -19.46209, 11.68059], [20.19478, -19.38557, 12.42386], [20.19925, -20.31968, 13.50237], [21.16878, -20.52923, 14.26457], [18.96726, -20.69673, 13.66289], [16.44735, -19.00322, 12.45837], [17.22887, -19.27921, 14.09949], [16.13976, -20.45402, 13.29784], [18.01571, -21.29631, 12.00867], [18.68014, -18.44831, 11.55339], [19.07970, -19.88104, 10.67452]],
  "forces_ev_per_angstrom": [[-0.502, -0.840, 0.698], [-1.019, 0.267, 0.370], [0.712, 0.385, -2.066], [-1.336, 2.500, 0.452], [1.581, -1.692, 0.332], [0.171, 1.034, 0.131], [-0.322, -0.683, -0.323], [-0.342, -0.132, 1.189], [1.080, -0.834, -0.765], [1.163, -1.724, 0.416], [-1.243, 2.953, -2.139], [-1.129, 0.603, 0.474], [1.008, -1.093, 0.816], [-1.678, -2.049, 3.705], [0.889, 2.074, 0.352], [0.830, 1.310, -5.435], [0.251, -0.327, 0.036], [0.138, -0.262, 0.416], [-0.019, 0.093, 0.150], [0.136, -0.471, -1.075], [-0.088, -0.196, 0.870], [-0.226, -0.901, 1.393], [-1.982, 0.803, -0.543], [1.039, -0.742, 3.761], [0.274, -0.067, 0.587], [1.231, 7.812, -3.488], [-1.815, -8.341, 0.537], [0.501, 0.604, -0.255], [-0.226, -0.993, 0.321], [0.249, 0.647, -0.548], [-0.195, 0.030, 0.001], [1.114, -0.274, 0.220], [-0.235, 0.965, -0.179], [0.148, -0.235, -0.211], [-0.103, -0.283, -0.156], [-0.115, -1.037, -0.574], [-2.127, 1.284, -1.958], [-2.481, 0.069, 0.265], [3.543, -1.377, 1.560], [4.095, 2.004, 1.601], [-3.730, 0.657, -3.318], [0.504, -1.767, 1.651], [0.462, 0.331, 0.021], [-0.380, 0.323, -0.136], [0.066, -0.104, 0.448], [-0.489, -0.088, 0.234], [-0.334, 0.002, 0.178], [0.931, -0.240, -0.017]],
  "nbo_charge": [0.988, -0.298, -0.187, -0.073, -1.059, 0.208, 0.195, 0.124, 0.120, -0.626, 0.087, -0.109, -0.515, 0.985, -0.565, -0.486, 0.230, 0.221, 0.215, 0.180, 0.180, 0.198, -0.641, 0.052, -0.101, -0.455, 0.960, -0.618, -0.476, 0.231, 0.223, 0.210, 0.197, 0.209, 0.200, -0.636, 0.069, -0.087, -0.504, 0.977, -0.580, -0.469, 0.219, 0.229, 0.222, 0.183, 0.199, 0.176],
  "homo_lumo_gap_ev": [5.92, 5.90],
  "spin_multiplicity": 2,
  "s2": 0.754
}

=====

# 2
{
  "formula": "C15H13CoN2S",
  "method": "wB97M-V/def2-TZVPD",
  "elements": ["Co", "C", "C", "C", "C", "C", "H", "H", "H", "H", "H", "S", "C", "C", "C", "N", "C", "C", "C", "C", "C", "N", "C", "C", "H", "H", "H", "H", "H", "H", "H", "H"],
  "positions_angstrom": [[0.01721, 3.17695, 0.44974], [-1.75208, 3.71480, 1.24789], [-1.34852, 4.67912, 0.27224], [-0.11073, 5.22989, 0.67127], [0.27807, 4.60436, 1.88218], [-0.73629, 3.65833, 2.24309], [-2.63405, 3.09270, 1.20585], [-1.87302, 4.88610, -0.65061], [0.48569, 5.92938, 0.10260], [1.21173, 4.74756, 2.40786], [-0.71579, 2.99603, 3.09567], [0.71612, -2.40112, -2.39800], [0.59969, -0.97177, -1.46887], [0.79139, -0.91037, -0.06889], [0.70591, 0.28637, 0.57275], [0.46707, 1.45418, -0.08779], [0.28155, 1.39967, -1.44121], [0.34104, 0.24122, -2.15030], [0.39675, -3.67606, -1.19327], [-0.92149, -3.97463, -0.88420], [-1.14375, -4.98629, 0.04325], [-0.16391, -5.66318, 0.62987], [1.09074, -5.38103, 0.30146], [1.43223, -4.39037, -0.61439], [1.00718, -1.80579, 0.49707], [0.86427, 0.36307, 1.63912], [0.09609, 2.34149, -1.95878], [0.19192, 0.25615, -3.22120], [-1.74845, -3.45923, -1.35308], [-2.15498, -5.26163, 0.31799], [1.86201, -5.96911, 0.78383], [2.46642, -4.20679, -0.87314]],
  "forces_ev_per_angstrom": [[0.205, 0.453, -1.223], [0.050, 0.001, 0.043], [-0.200, -0.049, 0.299], [0.053, -0.008, 0.225], [-0.099, -0.074, 0.056], [0.033, -0.053, 0.058], [-0.001, -0.002, -0.036], [0.045, -0.012, -0.029], [0.007, -0.009, -0.004], [0.023, 0.020, -0.042], [0.000, 0.021, 0.017], [-0.185, -0.044, -0.122], [0.090, -0.004, 0.071], [-0.168, -0.018, 0.000], [0.013, 0.009, -0.032], [-0.238, -0.392, 0.666], [0.162, 0.068, 0.009], [0.160, 0.037, -0.029], [0.106, 0.061, 0.038], [-0.001, -0.044, 0.064], [0.002, 0.064, -0.050], [-0.010, -0.090, 0.073], [-0.011, 0.052, -0.056], [0.059, -0.034, -0.036], [-0.008, -0.004, -0.009], [-0.041, 0.000, 0.011], [-0.035, 0.032, 0.010], [-0.015, -0.007, 0.001], [-0.001, 0.005, -0.001], [0.000, -0.003, 0.006], [0.005, 0.001, 0.002], [-0.002, 0.023, 0.021]],
  "lowdin_charge": [0.685, -0.018, -0.027, -0.027, -0.013, -0.028, 0.156, 0.159, 0.158, 0.158, 0.155, 1.151, -0.470, -0.009, -0.058, -0.065, -0.092, -0.044, -0.524, -0.067, -0.107, 0.094, -0.104, -0.067, 0.127, 0.135, 0.135, 0.131, 0.114, 0.121, 0.123, 0.118],
  "homo_lumo_gap_ev": [4.72, 4.68],
  "charge": 2
}

=====

# 3
{
  "formula": "C10H12BF6N5O4S4V",
  "method": "wB97M-V/def2-TZVPD",
  "elements": ["V", "C", "N", "C", "C", "N", "B", "N", "C", "C", "N", "C", "C", "S", "C", "S", "H", "H", "H", "H", "H", "H", "H", "H", "H", "H", "H", "H", "F", "C", "F", "F", "S", "O", "O", "N", "S", "O", "O", "C", "F", "F", "F"],
  "positions_angstrom": [[-0.60820, 0.15954, -0.46980], [-1.69490, -3.43416, 1.02450], [-0.28170, -3.31636, 1.25020], [0.63760, -4.31716, 1.24200], [1.85570, -3.73786, 1.43480], [1.68320, -2.39606, 1.56360], [2.84480, -1.41906, 1.86580], [2.58430, -0.01536, 1.25480], [3.08620, 1.10444, 1.82920], [3.01250, 2.12984, 0.93180], [2.45370, 1.62684, -0.20150], [2.38760, 2.31614, -1.46550], [2.17540, 0.31774, 0.02280], [1.37140, -0.72376, -1.11640], [0.37790, -2.15516, 1.44430], [-0.45130, -0.61936, 1.54140], [-1.97550, -4.48486, 1.01400], [-1.95620, -2.96986, 0.06590], [-2.23940, -2.92556, 1.82080], [0.37150, -5.34326, 1.09820], [2.82400, -4.18586, 1.50660], [2.96470, -1.31466, 3.03670], [3.81800, -1.82746, 1.32750], [3.48540, 1.08914, 2.82140], [3.31580, 3.15384, 1.01530], [2.05310, 3.34134, -1.30730], [1.70180, 1.79634, -2.13850], [3.38270, 2.33094, -1.92020], [-5.73520, 0.69894, -0.92350], [-4.72400, -0.04876, -1.31570], [-4.89040, -1.29026, -0.87240], [-4.66690, -0.06186, -2.63610], [-3.07200, 0.53684, -0.65870], [-2.15810, -0.50076, -1.17380], [-3.07740, 0.55894, 0.76190], [-2.84000, 1.91584, -1.35110], [-1.34260, 2.37894, -1.32420], [-0.52150, 1.55324, -2.17460], [-0.76070, 2.51374, -0.01430], [-1.36890, 4.08584, -2.07560], [-1.73510, 4.04444, -3.34140], [-2.16650, 4.88324, -1.39240], [-0.12060, 4.55144, -2.00060]],
  "forces_ev_per_angstrom": [[4.227, 0.127, 1.222], [-0.732, 0.125, -0.195], [0.584, 0.577, 0.094], [0.686, -0.248, 0.012], [-0.253, -0.587, -0.065], [-0.887, 0.139, -0.037], [0.034, -0.077, -0.055], [-0.186, 0.428, -0.730], [0.182, 0.661, -0.072], [0.212, -0.088, 0.575], [-0.180, -0.675, 0.420], [0.040, 0.225, -0.716], [0.228, -0.182, -0.063], [0.639, -0.161, -0.868], [-0.150, 0.226, 0.039], [0.047, -0.626, 2.172], [0.076, 0.048, -0.030], [-0.036, -0.193, 0.193], [0.006, -0.059, -0.070], [-0.085, -0.192, -0.008], [0.209, -0.080, -0.020], [0.055, 0.189, 0.426], [0.318, -0.339, -0.107], [0.057, 0.007, 0.209], [0.057, 0.149, -0.013], [-0.011, -0.110, 0.012], [0.252, 0.173, 0.220], [-0.140, 0.017, 0.071], [0.540, 0.126, 0.197], [-0.509, -0.269, -0.469], [0.261, 0.257, 0.129], [0.182, 0.093, 0.059], [-3.372, 0.651, 0.182], [-1.372, -1.562, -1.927], [-0.172, 0.187, 0.419], [-0.257, 0.201, -0.130], [-0.987, 2.448, -1.345], [0.379, -0.517, -0.819], [0.304, -0.715, 0.934], [0.054, 0.641, -0.197], [-0.078, -0.312, 0.205], [-0.035, -0.336, 0.051], [-0.188, -0.367, 0.096]],
  "nbo_charge": [0.950, -0.408, -0.318, -0.053, -0.026, -0.441, 0.168, -0.441, -0.006, -0.063, -0.314, -0.423, 0.238, -0.034, 0.274, -0.049, 0.236, 0.213, 0.237, 0.242, 0.251, -0.020, -0.021, 0.251, 0.245, 0.226, 0.251, 0.232, -0.270, 0.795, -0.286, -0.281, 2.153, -0.898, -0.825, -1.131, 2.157, -0.888, -0.865, 0.788, -0.274, -0.275, -0.295],
  "homo_lumo_gap_ev": [7.19, 7.86],
  "spin_multiplicity": 3,
  "charge": 1,
  "s2": 2.026
}

=====

# 4
{
  "formula": "C6H9N2S",
  "method": "wB97M-V/def2-TZVPD",
  "elements": ["C", "C", "C", "C", "C", "C", "N", "N", "S", "H", "H", "H", "H", "H", "H", "H", "H", "H"],
  "positions_angstrom": [[-0.61354, 1.24249, 0.35532], [1.02304, -0.33219, 0.90289], [-0.34316, -1.88523, -1.09376], [-0.14563, -1.22026, -2.48344], [-0.16178, -0.41715, -1.21317], [0.49017, 1.62845, 2.31695], [0.28195, 0.69691, 1.19028], [-0.82512, 0.68362, -0.80987], [2.04001, -1.38184, 1.38116], [-1.30536, 1.96427, 0.59650], [-1.16572, -2.27634, -0.69144], [0.43919, -2.64214, -0.66681], [0.82981, -1.51779, -3.04322], [-0.96564, -1.27677, -3.10215], [0.95065, 2.68568, 2.03898], [-0.38602, 1.81104, 2.75223], [1.10393, 1.11220, 3.17374], [-1.24677, 1.12506, -1.60420]],
  "forces_ev_per_angstrom": [[-0.792, -1.810, -1.937], [0.452, -0.153, -1.895], [4.421, 0.092, -0.595], [2.801, -1.215, 1.692], [2.087, -2.012, 0.790], [5.765, 0.252, 1.115], [-0.650, 2.100, 0.998], [0.824, -1.330, -1.093], [0.040, -0.446, 0.232], [-0.771, 1.900, 1.113], [-4.155, -1.069, 0.659], [-0.463, 2.050, -0.926], [-1.632, 0.976, 1.322], [-1.908, 0.386, -1.330], [-0.632, -2.557, 0.184], [-3.809, 0.666, 1.502], [-0.818, 1.006, -1.991], [-0.762, 1.164, 0.161]],
  "nbo_charge": [0.251, 0.060, -0.410, -0.423, 0.096, -0.422, -0.426, -0.431, 0.343, 0.234, 0.228, 0.235, 0.263, 0.234, 0.248, 0.218, 0.256, 0.448],
  "homo_lumo_gap_ev": 6.74,
  "charge": 1
}

=====

# 5
{
  "formula": "C8H14Cl2N",
  "method": "wB97M-V/def2-TZVPD",
  "elements": ["C", "C", "C", "C", "C", "C", "C", "C", "N", "Cl", "Cl", "H", "H", "H", "H", "H", "H", "H", "H", "H", "H", "H", "H", "H", "H"],
  "positions_angstrom": [[-0.85033, 1.62820, 0.54250], [-1.41664, 0.30668, 0.90724], [0.75179, -0.80882, 1.49225], [-0.54808, -0.73838, 1.25126], [1.19905, 0.43269, -2.48351], [-1.78282, 2.65856, -0.20687], [2.70952, -1.15195, -1.39164], [1.55860, -0.78233, -2.18823], [-1.27443, -2.01046, 1.62728], [-3.15507, 0.22083, 1.02492], [1.55453, 1.98609, -2.57964], [-0.56114, 2.23093, 1.45246], [1.34157, 0.07812, 1.36200], [1.22791, -1.78402, 1.54304], [-2.73304, 2.52433, 0.26303], [-1.34251, 3.65354, -0.13039], [-1.69170, 2.36211, -1.37091], [3.23276, -0.25420, -1.08610], [3.09892, -2.04799, -1.91381], [2.13924, -1.59658, -0.52808], [0.03986, 1.44524, 0.07189], [0.94038, -1.55517, -2.73412], [-0.98727, -2.27416, 2.60901], [-1.15884, -2.85427, 0.92768], [-2.29225, -1.66900, 1.53873]],
  "forces_ev_per_angstrom": [[-1.984, 2.286, 1.817], [0.086, 1.115, -0.126], [1.688, 0.340, -0.729], [-2.547, -1.233, 0.532], [-1.362, -1.444, -0.802], [2.346, -2.201, -2.675], [-1.548, -2.154, 1.155], [-1.723, 0.498, -2.196], [-1.117, -0.908, -1.183], [0.766, -0.672, 0.129], [0.684, 1.928, 0.343], [-0.207, -1.014, -0.216], [0.416, 0.050, 0.089], [0.102, 0.297, 0.445], [-0.796, 0.645, -0.402], [-0.356, -0.116, 0.223], [-0.965, 0.743, 2.614], [0.887, -0.506, -0.093], [1.122, 0.913, 0.571], [1.290, 0.242, -0.010], [2.271, -0.279, -1.576], [0.663, 0.510, 1.008], [-0.754, 0.089, -1.362], [-0.048, 2.048, 1.740], [1.087, -1.177, 0.702]],
  "nbo_charge": [-0.482, 0.050, -0.346, 0.014, -0.081, -0.590, -0.644, -0.318, -0.739, 0.080, 0.139, 0.246, 0.240, 0.223, 0.216, 0.237, 0.226, 0.236, 0.248, 0.196, 0.233, 0.232, 0.461, 0.463, 0.457],
  "homo_lumo_gap_ev": [8.25, 5.52],
  "charge": 1
}

=====

# 6
{
  "formula": "C11H21NO",
  "method": "wB97M-V/def2-TZVPD",
  "elements": ["C", "C", "C", "C", "N", "C", "C", "C", "C", "C", "C", "C", "O", "H", "H", "H", "H", "H", "H", "H", "H", "H", "H", "H", "H", "H", "H", "H", "H", "H", "H", "H", "H", "H"],
  "positions_angstrom": [[2.48863, -0.17370, 1.88574], [1.90232, 0.29711, 0.60262], [0.52777, -0.29721, 0.40313], [0.38725, -1.76709, -0.08676], [-1.09950, -2.08941, -0.27043], [-1.80518, -2.69948, 0.93529], [-1.72715, -1.18674, -1.26832], [-1.54288, 0.31305, -0.80579], [-2.30057, 1.23674, -1.71814], [-0.01705, 0.58500, -0.69500], [0.45436, 1.91541, -0.18602], [1.71194, 1.82671, 0.58197], [2.79629, 2.41381, -0.15065], [2.04236, 0.39781, 2.72673], [3.54118, 0.00829, 1.74376], [2.42598, -1.25757, 1.97038], [2.65582, -0.08210, -0.14333], [0.07858, -0.14102, 1.39254], [0.98339, -1.78484, -1.05992], [0.95443, -2.34570, 0.64933], [-1.17828, -3.42697, 1.47842], [-2.06040, -1.86479, 1.65373], [-2.76059, -3.16441, 0.54321], [-2.79333, -1.46421, -1.33647], [-1.31874, -1.22480, -2.28630], [-2.01792, 0.44948, 0.18912], [-2.44670, 0.81748, -2.77090], [-1.81195, 2.13276, -1.77197], [-3.31356, 1.52657, -1.39329], [0.36563, 0.43544, -1.69563], [-0.32006, 2.34574, 0.49882], [0.53747, 2.53052, -1.07823], [1.77023, 2.35833, 1.54553], [2.89021, 3.37979, -0.08321]],
  "forces_ev_per_angstrom": [[0.610, 0.137, 0.540], [1.230, -1.198, 0.342], [0.655, -0.882, -1.612], [-0.411, 1.319, 0.083], [2.561, -1.386, -0.052], [-0.542, 2.075, -1.576], [-0.265, 0.612, 2.486], [-0.650, -0.586, 0.284], [-1.866, -1.674, -1.626], [-2.129, -0.146, 1.441], [-3.142, 2.459, -0.478], [1.816, -0.075, -1.084], [1.070, -0.030, -0.622], [0.486, -0.742, -0.140], [0.640, 0.362, 0.936], [-0.355, -0.038, 0.415], [-1.006, 0.899, -0.133], [-0.847, -0.060, -0.374], [-1.057, -0.384, 0.925], [-0.748, -0.841, -0.220], [-0.166, 0.266, -0.672], [-0.028, -0.915, -0.374], [1.095, 0.384, 0.690], [0.306, 0.269, 0.034], [0.342, -0.595, 0.236], [0.539, -0.344, -0.185], [0.427, 0.536, 1.184], [1.397, 2.481, -0.544], [0.239, -0.561, 0.179], [0.716, -0.615, -0.140], [0.202, -0.129, -0.694], [0.212, 0.843, 0.364], [-0.752, -0.784, 0.076], [-0.581, -0.657, 0.311]],
  "nbo_charge": [-0.605, -0.225, -0.234, -0.210, -0.481, -0.401, -0.199, -0.219, -0.612, -0.213, -0.446, 0.105, -0.748, 0.199, 0.216, 0.202, 0.220, 0.199, 0.191, 0.199, 0.210, 0.168, 0.204, 0.204, 0.190, 0.193, 0.196, 0.205, 0.212, 0.204, 0.204, 0.226, 0.175, 0.474],
  "smiles": "C[C@H]1[C@@H]2CN(C)C[C@H](C)[C@H]2C[C@@H]1O",
  "homo_lumo_gap_ev": 8.65
}

=====

Which energy relative to the best compared isomer or geometry (same formula, charge and spin) belongs to each record? In order, 8.69 0.58 45.95 122.11 100.39 65.83 kcal per mole.